Entry 1:
The following is a quantum chemistry calculation of a molecular structure, CH5IrO2 in a non-equilibrium geometry, from the Open Molecules 2025 dataset.

Element x y z (Å)
O -0.6892 5.0062 2.3673
Ir -0.7403 5.4313 4.0816
H -1.3014 4.3742 1.7149
C -0.1461 5.2987 0.0887
H -0.5548 6.3215 0.1356
H 0.8774 5.0396 0.3932
H 0.0227 5.1885 -0.9960
O -1.4068 4.1737 0.2434
H -2.1967 4.6277 -0.0602

Results
HOMO level (alpha / beta): -13.25 / -16.03 eV
Net charge: +1
Kohn-Sham gap (alpha / beta): 9.28 / 7.70 eV
LUMO (alpha / beta): -4.0 / -8.3 eV
Molar mass: 241.3 u
2S+1: 6

=====

Entry 2:
The following is a quantum chemistry calculation of 17 unconnected molecules or ions with the total composition C63H135F5O39 in a non-equilibrium geometry, from the Open Molecules 2025 dataset.

Element x y z (Å)
C 5.3743 2.3107 -0.6060
C 6.2362 2.8780 0.5298
O 5.9681 4.2774 0.4037
C 5.5351 4.4932 -0.8840
O 5.4121 5.5437 -1.3965
O 5.2701 3.2974 -1.5468
F 7.5758 2.6309 0.2592
H 4.4087 2.1031 -0.1924
H 5.8781 1.4300 -1.0125
H 6.0569 2.5069 1.5511
C 2.9142 5.3822 3.8977
C 3.9375 4.5343 3.1944
O 3.1947 3.9183 2.1125
C 1.8805 3.9777 2.3988
O 1.0152 3.5642 1.7274
O 1.6981 4.7540 3.5187
F 4.3201 3.5079 4.0510
H 2.8846 6.4512 3.5660
H 3.0529 5.3692 4.9989
H 4.8574 4.9451 2.7732
C -0.7346 4.2068 5.3039
C -2.0183 4.8241 5.8265
O -1.6960 5.5098 7.0294
C -0.2846 5.3566 7.3127
O 0.2638 5.7785 8.2729
O 0.2757 4.6496 6.3003
F -2.8862 3.8019 6.0836
H -0.5282 4.5853 4.2898
H -0.8504 3.1639 5.4026
H -2.5009 5.4738 5.1568
C -4.1451 3.4971 -2.6550
C -4.3594 1.9345 -2.6433
O -3.1805 1.4525 -1.9891
C -2.2983 2.4849 -1.6919
O -1.2801 2.2677 -1.0676
O -2.8189 3.6458 -2.0282
F -4.2920 1.4314 -3.8930
H -4.8677 4.0444 -2.0522
H -4.1473 3.9739 -3.6585
H -5.2802 1.5999 -2.1903
C 0.2016 -0.2083 0.3935
C -0.6400 -0.6651 1.6283
O -0.5845 -2.1027 1.5365
C 0.3014 -2.5114 0.5524
O 0.5414 -3.6160 0.2766
O 0.8751 -1.4325 0.0023
F -1.9656 -0.2879 1.4043
H 0.9245 0.5969 0.6656
H -0.4993 0.1692 -0.3297
H -0.3648 -0.3274 2.6156
C 0.5261 -9.2832 -0.4476
O 0.8663 -8.1445 -1.2671
C 1.1311 -8.3619 -2.6437
C 1.1015 -6.9738 -3.3318
O -0.2070 -6.5669 -3.6883
C -0.9931 -6.0780 -2.6284
H -0.5172 -9.6807 -0.6536
H 0.4688 -8.8168 0.5252
H 1.3225 -10.0352 -0.4883
H 0.3937 -9.0567 -3.1036
H 2.1756 -8.8061 -2.7186
H 1.7520 -6.8781 -4.1809
H 1.4386 -6.2450 -2.6058
H -0.6593 -5.1043 -2.1649
H -1.0423 -6.7609 -1.7953
H -2.0403 -5.9598 -2.9955
C 4.2976 -0.8232 -2.9661
O 4.1171 -2.1404 -3.3068
C 3.7961 -2.9406 -2.1102
C 3.4170 -4.3150 -2.6133
O 4.3696 -5.0914 -3.2561
C 4.7339 -4.6598 -4.5475
H 4.4696 -0.1433 -3.8411
H 5.1701 -0.7208 -2.2176
H 3.4206 -0.3431 -2.3745
H 2.9072 -2.5367 -1.5904
H 4.6618 -2.9689 -1.4205
H 2.5970 -4.2517 -3.3422
H 3.0082 -4.9817 -1.7883
H 3.8688 -4.5017 -5.1350
H 5.3757 -5.4238 -4.9376
H 5.2811 -3.6891 -4.6176
C 3.2956 7.9508 0.5340
O 2.2431 6.9803 0.4311
C 2.0613 6.6168 -0.9444
C 0.8771 5.6763 -1.0061
O -0.4047 6.2155 -0.6837
C -1.0614 6.7938 -1.7857
H 2.9659 8.9809 0.4179
H 4.0695 7.6927 -0.1728
H 3.7095 7.8892 1.5316
H 2.9160 6.0096 -1.2475
H 2.0375 7.5240 -1.5947
H 0.9998 4.8813 -0.3369
H 0.8159 5.2318 -1.9963
H -0.3550 7.2918 -2.4634
H -1.6997 7.6420 -1.5077
H -1.5908 5.9838 -2.2869
C -6.6744 -5.4754 1.8684
O -5.3560 -5.5343 1.4353
C -5.0223 -6.4189 0.3756
C -3.5184 -6.2679 0.2194
O -2.8660 -7.2887 1.0058
C -1.5118 -6.8425 1.3605
H -6.5670 -5.0464 2.9065
H -7.1045 -6.4790 1.9924
H -7.3051 -4.7976 1.2785
H -5.5661 -6.0995 -0.5222
H -5.3444 -7.5427 0.4360
H -3.2382 -5.2482 0.4477
H -3.2336 -6.4290 -0.8162
H -0.9870 -6.4014 0.4636
H -1.0469 -7.8101 1.6346
H -1.6742 -6.0463 2.0945
C -1.6434 0.2597 6.0503
O -0.3837 -0.0663 5.3588
C 0.6716 0.5711 5.9039
C 1.9590 -0.0405 5.2379
O 2.1590 0.6397 3.9810
C 3.0302 -0.0914 3.1520
H -1.9756 1.2854 5.8194
H -1.5121 -0.0378 7.0965
H -2.3988 -0.3750 5.6464
H 0.7014 0.5840 7.0334
H 0.6599 1.6258 5.6032
H 1.7950 -1.1097 5.0388
H 2.8283 0.0928 5.8811
H 2.6342 -1.1396 2.9437
H 3.9169 -0.2198 3.6721
H 3.0354 0.4851 2.2213
C -0.4804 7.8793 3.1139
O -1.4671 6.8861 3.3415
C -2.0820 6.4635 2.1253
C -1.9067 5.0204 1.7532
O -2.3114 4.1160 2.7912
C -2.2391 2.7103 2.4371
H -1.0114 8.6853 2.6597
H 0.2761 7.5087 2.3614
H 0.1272 8.0745 4.0212
H -1.7379 7.0323 1.2165
H -3.1743 6.5667 2.3084
H -0.9353 4.6496 1.3827
H -2.6776 4.8540 0.9851
H -3.0578 2.2418 2.9516
H -1.2417 2.3663 2.7912
H -2.3134 2.6187 1.3354
C 0.6126 -1.9439 -6.1301
O -0.5882 -2.2729 -5.4407
C -0.2934 -3.0450 -4.3289
C 0.1689 -2.2338 -3.0975
O -0.7309 -1.1835 -2.8503
C -0.4252 0.0343 -3.5545
H 1.1575 -2.8077 -6.4347
H 1.3504 -1.4545 -5.5228
H 0.2040 -1.4377 -7.0152
H 0.3936 -3.8706 -4.5711
H -1.2245 -3.5708 -4.0572
H 1.1837 -1.9326 -3.1132
H 0.1873 -2.9623 -2.2474
H -0.1320 0.0074 -4.5854
H 0.3657 0.6589 -3.0362
H -1.4077 0.5957 -3.5355
C 3.1804 2.9243 -3.7000
O 2.4451 2.3677 -4.8089
C 2.4308 3.1767 -5.9884
C 1.4356 4.3646 -5.9178
O 0.0410 3.9896 -5.6997
C -0.3094 3.7510 -4.3464
H 2.5302 3.5793 -3.1277
H 4.0752 3.5902 -3.9080
H 3.4323 2.0868 -3.0281
H 2.0673 2.4193 -6.6982
H 3.3640 3.6514 -6.3239
H 1.4294 4.9668 -6.8111
H 1.7346 5.0591 -5.0957
H 0.0153 2.7809 -4.0922
H -1.4176 3.7997 -4.2939
H 0.1776 4.4421 -3.6680
C 5.8637 -1.1437 1.2155
O 5.6213 -2.4817 1.3859
C 6.5857 -3.2579 0.7796
C 6.2027 -4.7224 0.9122
O 5.1612 -5.1299 0.1089
C 4.9654 -6.5200 0.4098
H 4.9918 -0.5407 1.5163
H 6.0815 -0.9555 0.1916
H 6.7552 -0.7606 1.7498
H 7.5151 -3.0513 1.3176
H 6.7965 -2.9132 -0.2708
H 5.9376 -4.8491 1.9386
H 7.0254 -5.3537 0.7513
H 4.6477 -6.5713 1.4588
H 5.8442 -7.1516 0.2993
H 4.0946 -6.9157 -0.1782
C -3.9799 -2.7151 -3.1689
O -4.5659 -2.8993 -1.9559
C -3.9534 -2.0967 -0.9484
C -4.6933 -2.0694 0.3565
O -5.9355 -1.4136 0.3123
C -5.8578 -0.0918 0.3104
H -3.4562 -1.7637 -3.2946
H -4.8151 -2.6785 -3.9075
H -3.3418 -3.5440 -3.4308
H -3.8759 -1.1092 -1.3919
H -2.9225 -2.4798 -0.6937
H -3.9920 -1.7091 1.1743
H -4.9366 -3.0946 0.6183
H -6.7565 0.3514 -0.0154
H -5.1343 0.1886 -0.4855
H -5.4950 0.3612 1.2474
C 0.6154 -2.9716 7.0001
O 1.3163 -3.2703 5.8341
C 0.4265 -3.7470 4.7819
C 1.3157 -4.3411 3.7602
O 2.0284 -3.2890 3.0752
C 2.9857 -3.9015 2.2192
H -0.0465 -2.0685 6.9010
H 1.4020 -2.7334 7.7602
H -0.0675 -3.7337 7.3840
H -0.1838 -2.8536 4.4202
H -0.1857 -4.5959 5.2138
H 0.7206 -4.9434 3.0008
H 1.9800 -4.9983 4.2751
H 3.5544 -4.7041 2.7843
H 3.7215 -3.2163 1.9436
H 2.4995 -4.2336 1.3110
C -7.2694 2.1163 -4.3540
O -6.8700 3.3716 -3.7570
C -7.9679 4.0327 -3.1857
C -8.2793 3.6500 -1.7714
O -7.0725 3.6473 -0.9910
C -7.2358 3.0781 0.3763
H -8.1298 2.3870 -5.0005
H -7.5044 1.3730 -3.5752
H -6.3672 1.7634 -4.9823
H -8.8420 3.9396 -3.8487
H -7.8978 5.1299 -3.2330
H -8.7791 2.7000 -1.6753
H -8.9651 4.4437 -1.3282
H -7.6037 3.8312 1.0296
H -6.2112 2.8565 0.7766
H -7.8671 2.1736 0.3411

Results
HOMO level: -9.05 eV
Net charge: 0
Kohn-Sham gap: 9.43 eV
LUMO: 0.4 eV
Energy relative to the best compared isomer or geometry (same formula, charge and spin): 0.0 kcal per mole
Molar mass: 1611.7 u
2S+1: 1

=====

| no. | electronic energy (Ha) |
| --- | --- |
| 1 | -295.3099 |
| 2 | -5914.5506 |